C22H23N5O2 | ωB97M-V/def2-TZVPD

Summary:
Kohn-Sham gap, eV: 8.216
Energy, eV: -34730.5535
SMILES string: COc1ccc2cc(-c3[nH]ncc3CN3CCC[C@@H]3c3nonc3C)ccc2c1

```
! RIJCOSX wB97M-V def2-TZVPD def2/J DEFGRID3
* xyz 0 1
C 2.131 6.126 -4.532
H 2.643 6.665 -5.327
O 2.875 4.949 -4.332
C 2.468 4.062 -3.383
C 3.239 2.929 -3.235
C 2.915 1.950 -2.285
C 3.689 0.781 -2.111
C 3.351 -0.152 -1.177
C 2.210 0.018 -0.356
C 1.444 1.149 -0.509
C 1.770 2.130 -1.464
C 0.999 3.296 -1.636
C 1.333 4.240 -2.567
H 0.719 5.121 -2.670
H 0.127 3.441 -1.014
H 0.584 1.318 0.123
C 1.896 -1.007 0.630
C 0.709 -1.606 1.035
C 1.104 -2.560 1.990
N 2.408 -2.551 2.168
N 2.876 -1.627 1.338
H 3.862 -1.423 1.312
H 0.484 -3.240 2.537
C -0.684 -1.361 0.562
N -1.560 -1.040 1.673
C -1.174 0.122 2.474
C -2.427 0.992 2.609
H -2.442 1.760 1.834
H -2.491 1.480 3.580
C -3.557 -0.004 2.372
H -4.487 0.462 2.053
H -3.741 -0.589 3.273
C -2.958 -0.899 1.283
C -3.615 -2.229 1.201
N -4.411 -2.583 0.232
O -4.814 -3.836 0.494
N -4.268 -4.291 1.631
C -3.520 -3.338 2.111
C -2.743 -3.436 3.364
H -2.491 -4.474 3.562
H -1.845 -2.830 3.274
H -3.337 -3.062 4.197
H -3.065 -0.408 0.299
H -0.838 -0.232 3.456
H -0.344 0.669 2.019
H -1.075 -2.279 0.104
H -0.687 -0.576 -0.214
H 3.942 -1.050 -1.071
H 4.559 0.639 -2.736
H 4.106 2.803 -3.865
H 1.106 5.908 -4.848
H 2.111 6.749 -3.631
*
```

---

C22H24BrMnN3O5S | ωB97M-V/def2-TZVPD

Summary:
Kohn-Sham gap (spin up / spin down), eV: 8.081 / 8.276
Energy, eV: -150112.9661

```
! RIJCOSX wB97M-V def2-TZVPD def2/J DEFGRID3
* xyz 0 6
Mn -0.383 -0.540 1.061
Br 0.723 3.125 1.105
C -0.647 2.646 2.325
C -1.156 3.618 3.174
C -2.151 3.234 4.058
C -2.591 1.919 4.067
C -2.013 1.028 3.181
N -1.056 1.396 2.315
C -2.462 -0.450 3.166
O -3.395 -0.750 3.890
O -1.829 -1.192 2.343
H -0.778 4.628 3.132
H -2.579 3.960 4.738
H -3.360 1.557 4.732
C 4.360 1.003 -3.774
O 5.076 0.858 -2.562
C 4.369 0.548 -1.448
C 5.145 0.360 -0.286
C 4.503 0.060 0.879
C 3.098 -0.087 0.977
C 2.492 -0.425 2.251
C 3.272 -0.329 3.541
O 1.305 -0.767 2.392
C 2.317 0.105 -0.208
O 1.033 0.047 -0.258
C 3.003 0.430 -1.412
H 5.105 1.174 -4.546
H 3.679 1.858 -3.730
H 3.792 0.099 -4.006
H 6.219 0.457 -0.345
H 5.113 -0.084 1.757
H 4.347 -0.436 3.454
H 2.880 -1.072 4.232
H 3.065 0.659 3.960
H 2.386 0.592 -2.283
C -1.787 2.121 -1.986
S -2.525 1.336 -0.548
C -3.744 0.305 -1.370
H -1.321 1.379 -2.636
H -1.017 2.801 -1.629
H -2.529 2.687 -2.548
H -4.479 0.913 -1.899
H -4.254 -0.273 -0.601
H -3.271 -0.389 -2.066
N -3.014 -4.248 -3.531
C -2.449 -3.480 -2.553
C -1.447 -2.548 -2.851
C -0.928 -1.777 -1.836
N -1.335 -1.862 -0.565
C -2.289 -2.755 -0.277
C -2.869 -3.571 -1.223
H -2.571 -4.305 -4.429
H -3.591 -5.027 -3.270
H -1.080 -2.430 -3.863
H -0.147 -1.049 -2.021
H -2.595 -2.788 0.762
H -3.641 -4.271 -0.930
*
```

---

C22H24Cl3NO3P2W | ωB97M-V/def2-TZVPD

Summary:
Kohn-Sham gap (spin up / spin down), eV: 4.120 / 4.178
Energy, eV: -88787.4636

```
! RIJCOSX wB97M-V def2-TZVPD def2/J DEFGRID3
* xyz 2 3
C -1.572 3.448 -3.812
C -1.424 2.076 -3.599
C -0.179 1.465 -3.905
C 0.973 2.268 -4.185
C 0.765 3.657 -4.437
C -0.481 4.223 -4.253
C 2.256 1.675 -4.034
C 2.414 0.282 -4.033
C 1.273 -0.514 -3.666
C 1.378 -1.920 -3.469
C 2.641 -2.512 -3.585
C 3.761 -1.755 -3.973
C 3.656 -0.404 -4.222
H -2.542 3.919 -3.625
H 1.619 4.265 -4.762
H -0.620 5.293 -4.411
H 3.138 2.293 -4.245
H 2.755 -3.582 -3.383
H 4.731 -2.252 -4.064
H 4.529 0.178 -4.536
N 0.009 0.120 -3.527
W 0.305 0.044 -1.531
C -2.440 1.246 -2.851
H -2.632 0.287 -3.351
H -3.390 1.786 -2.723
C 0.189 -2.650 -2.899
H -0.744 -2.415 -3.434
H 0.353 -3.736 -2.883
P -1.806 0.855 -1.131
P -0.062 -2.208 -1.102
C 1.227 -3.039 -0.146
H 1.069 -2.761 0.907
H 1.136 -4.130 -0.263
H 2.231 -2.723 -0.456
C -1.560 -3.104 -0.645
H -1.377 -4.187 -0.697
H -1.808 -2.822 0.387
H -2.395 -2.849 -1.307
C -1.815 2.430 -0.258
H -2.839 2.827 -0.257
H -1.490 2.242 0.778
H -1.144 3.152 -0.737
C -3.186 -0.038 -0.390
H -2.890 -0.356 0.621
H -4.055 0.631 -0.326
H -3.454 -0.922 -0.977
C 1.137 0.263 0.307
O 1.622 0.332 1.377
H 1.744 1.264 -2.041
Cl -0.890 0.474 5.353
C -1.150 -0.865 4.234
Cl 0.141 -2.074 4.407
Cl -2.757 -1.605 4.525
C -1.166 -0.338 2.681
O -1.281 0.891 2.518
O -1.092 -1.273 1.850
*
```

---

C22H24ClN3O5S | ωB97M-V/def2-TZVPD

Summary:
Kohn-Sham gap, eV: 8.841
Energy, eV: -61268.0372
SMILES string: COc1ccc(-c2noc([C@H]3CCCN(S(=O)(=O)c4ccc(C)c(Cl)c4)C3)n2)cc1OC

```
! RIJCOSX wB97M-V def2-TZVPD def2/J DEFGRID3
* xyz 0 1
C -6.134 -0.750 1.562
H -6.863 -1.537 1.753
O -5.097 -1.365 0.837
C -4.039 -0.609 0.450
C -3.878 0.741 0.724
C -2.746 1.420 0.305
C -1.764 0.747 -0.407
C -1.920 -0.608 -0.709
C -3.039 -1.294 -0.284
O -3.274 -2.615 -0.503
C -2.355 -3.330 -1.295
H -2.281 -2.908 -2.302
H -2.749 -4.343 -1.355
H -1.359 -3.351 -0.840
H -1.137 -1.091 -1.269
C -0.563 1.420 -0.841
N -0.260 2.664 -0.570
O 0.945 2.876 -1.167
C 1.288 1.731 -1.766
N 0.400 0.803 -1.598
C 2.551 1.610 -2.541
C 3.170 0.232 -2.261
N 3.604 0.185 -0.892
S 3.429 -1.221 -0.036
O 3.318 -2.330 -0.940
O 4.444 -1.249 0.977
C 1.853 -1.024 0.796
C 0.996 -2.102 0.883
C -0.166 -1.989 1.628
C -0.492 -0.807 2.281
C 0.385 0.271 2.153
C 1.561 0.167 1.427
H 2.246 0.997 1.360
Cl 0.013 1.769 2.916
C -1.725 -0.696 3.116
H -2.278 0.204 2.853
H -2.365 -1.562 2.974
H -1.453 -0.624 4.169
H -0.834 -2.833 1.716
H 1.263 -3.014 0.373
C 4.620 1.152 -0.555
C 4.062 2.560 -0.757
C 3.550 2.718 -2.190
H 4.391 2.654 -2.883
H 3.078 3.694 -2.312
H 4.842 3.295 -0.559
H 3.245 2.738 -0.057
H 5.505 1.010 -1.192
H 4.909 0.971 0.480
H 4.015 0.067 -2.944
H 2.437 -0.560 -2.405
H 2.291 1.669 -3.604
H -2.616 2.466 0.527
H -4.635 1.278 1.273
H -5.776 -0.349 2.516
H -6.610 0.050 0.986
*
```

---

C22H24F6IrN6O11S3 | ωB97M-V/def2-TZVPD

Summary:
Kohn-Sham gap (spin up / spin down), eV: 5.234 / 5.681
Energy, eV: -106293.9360

```
! RIJCOSX wB97M-V def2-TZVPD def2/J DEFGRID3
* xyz 2 2
Ir -0.324 -0.459 -1.872
O 1.833 -0.735 -2.356
C 2.505 -1.734 -2.640
C 2.169 -3.086 -2.374
C 3.145 -4.079 -2.506
C 2.883 -5.355 -2.088
C 1.651 -5.690 -1.515
C 0.659 -4.748 -1.441
C 0.863 -3.419 -1.904
O -0.145 -2.613 -1.884
N 3.932 -6.387 -2.207
O 3.749 -7.413 -1.592
O 4.880 -6.111 -2.909
H 3.488 -1.569 -3.099
H 4.127 -3.861 -2.907
H 1.503 -6.692 -1.136
H -0.312 -4.977 -1.024
F 0.072 2.993 -5.991
C -0.059 1.686 -5.966
F -1.268 1.336 -6.378
F 0.857 1.115 -6.718
S 0.088 1.073 -4.216
O -1.067 1.562 -3.493
O 0.092 -0.385 -4.298
N 1.439 1.679 -3.717
S 1.686 2.032 -2.207
O 3.010 1.824 -1.753
O 0.621 1.512 -1.305
C 1.346 3.871 -2.170
F 0.086 4.047 -2.571
F 1.472 4.331 -0.937
F 2.169 4.494 -2.981
C -3.303 3.220 -1.323
O -3.628 1.999 -2.041
C -2.943 0.928 -1.852
O -2.058 0.750 -0.989
N -3.330 -0.103 -2.638
N -2.461 -1.189 -2.705
H -4.250 3.674 -1.052
H -2.756 3.867 -2.005
H -2.710 3.013 -0.437
H -3.920 0.112 -3.432
H -2.236 -1.434 -3.667
H -2.836 -1.999 -2.217
C 1.473 -0.130 5.512
C 2.217 0.899 4.665
C 1.363 1.447 3.528
N 1.096 0.383 2.552
C 0.254 0.347 1.552
S 0.427 -1.021 0.489
N -0.703 1.267 1.314
C -1.643 1.932 2.154
O -2.247 2.860 1.689
C -1.916 1.367 3.499
C -1.982 -0.009 3.715
C -2.325 -0.492 4.967
C -2.611 0.389 6.003
C -2.540 1.760 5.792
C -2.226 2.250 4.537
H 2.099 -0.457 6.340
H 1.200 -1.010 4.926
H 0.564 0.300 5.933
H 3.131 0.459 4.255
H 2.519 1.739 5.291
H 1.887 2.259 3.014
H 0.433 1.844 3.923
H 1.773 -0.372 2.567
H -0.925 1.408 0.335
H -1.784 -0.708 2.910
H -2.366 -1.559 5.140
H -2.913 0.005 6.968
H -2.760 2.450 6.595
H -2.211 3.315 4.348
*
```

---

C22H24F6IrN7O6S2 | ωB97M-V/def2-TZVPD

Summary:
Kohn-Sham gap (spin up / spin down), eV: 6.327 / 5.602
Energy, eV: -86705.1912

```
! RIJCOSX wB97M-V def2-TZVPD def2/J DEFGRID3
* xyz 3 2
Ir 0.391 0.267 -0.057
O 1.295 -0.422 3.725
C 1.471 -0.436 2.538
O 0.638 -0.869 1.615
C 2.679 0.158 1.910
C 3.944 0.084 2.453
C 4.979 0.698 1.758
C 4.690 1.403 0.597
C 3.390 1.446 0.129
N 2.408 0.802 0.776
H 4.098 -0.444 3.383
H 5.994 0.637 2.129
H 5.467 1.920 0.050
H 3.127 2.006 -0.754
F -1.991 -1.651 0.799
C -2.213 -2.409 -0.302
F -3.343 -3.036 -0.180
F -1.195 -3.251 -0.417
S -2.182 -1.226 -1.727
O -0.774 -0.690 -1.680
O -2.510 -1.908 -2.916
N -3.217 -0.147 -1.283
S -2.901 1.163 -0.525
O -1.442 1.527 -0.564
O -3.482 1.278 0.773
C -3.604 2.498 -1.606
F -3.452 3.637 -0.944
F -2.871 2.535 -2.713
F -4.857 2.270 -1.880
N 2.038 -0.213 -2.986
C 1.383 0.969 -2.864
C 1.063 1.670 -4.032
C 0.442 2.888 -3.941
C 0.213 3.446 -2.675
C 0.571 2.726 -1.583
N 1.121 1.468 -1.646
C 2.135 -1.286 -2.142
C 2.776 -2.416 -2.653
C 2.820 -3.575 -1.925
C 2.210 -3.602 -0.674
C 1.641 -2.458 -0.197
N 1.621 -1.285 -0.897
H 2.384 -0.396 -3.916
H 1.288 1.232 -4.995
H 0.152 3.419 -4.838
H -0.226 4.427 -2.563
H 0.465 3.142 -0.590
H 3.221 -2.367 -3.639
H 3.310 -4.453 -2.326
H 2.186 -4.500 -0.073
H 1.191 -2.449 0.775
N -1.238 2.607 4.523
C -2.157 1.791 3.657
C -1.314 0.898 2.760
N -0.413 1.705 1.894
C 0.461 2.563 2.720
C -0.337 3.454 3.674
H -0.669 1.970 5.089
H -1.772 3.189 5.173
H -2.771 2.468 3.063
H -2.813 1.189 4.282
H -1.985 0.311 2.146
H -0.712 0.220 3.362
H -0.982 2.268 1.265
H 1.079 3.196 2.084
H 1.121 1.925 3.306
H -0.962 4.162 3.129
H 0.345 4.012 4.313
*
```

---

C22H24N2 | ωB97M-V/def2-TZVPD

Summary:
Kohn-Sham gap, eV: 3.040
Energy, eV: -26179.9552

```
! RIJCOSX wB97M-V def2-TZVPD def2/J DEFGRID3
* xyz 0 1
C -5.146 -2.872 1.035
C -5.863 -1.598 0.567
C -4.844 -0.458 0.686
N -3.539 -1.134 0.744
C -2.412 -0.545 0.372
C -1.142 -1.154 0.426
C -0.069 -0.733 -0.337
C 1.189 -1.438 -0.367
C 1.971 -1.500 -1.550
C 3.097 -2.315 -1.623
C 3.511 -3.050 -0.500
C 2.780 -2.963 0.695
C 1.637 -2.169 0.763
C -3.639 -2.565 1.026
H -5.462 -3.136 2.047
H -5.358 -3.716 0.375
H -6.146 -1.698 -0.485
H -6.760 -1.389 1.153
H -4.878 0.242 -0.160
H -5.033 0.117 1.607
H -2.503 0.461 -0.056
H -1.026 -2.041 1.059
H -0.207 0.093 -1.038
H 1.635 -0.932 -2.421
H 3.659 -2.387 -2.558
H 4.399 -3.683 -0.553
H 3.097 -3.526 1.575
H 1.056 -2.105 1.684
H -3.176 -2.830 1.991
H -3.120 -3.155 0.254
C -0.034 3.133 0.710
C 1.390 2.729 0.829
C 1.790 2.196 2.069
N 2.084 1.752 3.120
C 2.352 2.930 -0.194
C 2.000 3.491 -1.466
C 2.953 3.665 -2.461
C 4.289 3.301 -2.232
C 4.662 2.758 -0.995
C 3.718 2.574 0.010
H -0.320 3.487 -0.281
H -0.679 2.281 0.968
H -0.277 3.927 1.433
H 0.965 3.786 -1.658
H 2.649 4.092 -3.420
H 5.034 3.444 -3.015
H 5.699 2.477 -0.805
H 4.017 2.155 0.974
*
```

---

C22H24N2O4 | ωB97M-V/def2-TZVPD

Summary:
Kohn-Sham gap, eV: 9.319
Energy, eV: -34375.7013
SMILES string: Cc1cccc(C)c1NC(=O)COC(=O)[C@H]1CC(=O)N(Cc2ccccc2)C1

```
! RIJCOSX wB97M-V def2-TZVPD def2/J DEFGRID3
* xyz 0 1
C -0.310 -0.904 0.345
C -1.722 -1.403 0.398
C -2.009 -2.684 0.841
C -3.317 -3.128 0.912
C -4.351 -2.296 0.526
C -4.103 -1.010 0.063
C -2.779 -0.571 0.016
N -2.456 0.725 -0.461
C -2.874 1.886 0.074
O -3.672 2.008 0.975
C -2.221 3.117 -0.597
H -2.260 3.019 -1.687
H -2.744 4.015 -0.267
O -0.866 3.291 -0.176
C 0.085 2.599 -0.788
O -0.117 1.811 -1.682
C 1.456 2.944 -0.236
C 1.526 2.787 1.291
C 2.588 1.724 1.544
O 2.918 1.286 2.622
N 3.120 1.371 0.359
C 2.539 2.007 -0.796
H 2.091 1.264 -1.467
H 3.309 2.555 -1.352
C 4.153 0.367 0.224
C 3.568 -0.978 -0.124
C 3.384 -1.357 -1.448
C 2.805 -2.576 -1.753
C 2.409 -3.430 -0.738
C 2.591 -3.059 0.584
C 3.163 -1.837 0.890
H 3.294 -1.537 1.919
H 2.288 -3.724 1.379
H 1.960 -4.383 -0.977
H 2.665 -2.861 -2.785
H 3.704 -0.699 -2.244
H 4.859 0.696 -0.545
H 4.662 0.314 1.190
H 0.579 2.471 1.728
H 1.820 3.709 1.791
H 1.647 3.982 -0.521
H -1.691 0.764 -1.129
C -5.228 -0.133 -0.386
H -6.144 -0.709 -0.488
H -5.390 0.663 0.340
H -4.993 0.335 -1.341
H -5.371 -2.648 0.575
H -3.530 -4.126 1.265
H -1.199 -3.333 1.141
H 0.375 -1.653 0.732
H -0.011 -0.669 -0.677
H -0.201 0.000 0.944
*
```

---

Relative energy (zero: lowest compared OMol25 entry of this formula, charge and spin)? In order: 104.7 0.0 10.4 44.1 61.6 71.5 50.2 8.4 kcal per mole.